18
Properties=species:S:1:pos:R:3:forces:R:3:nbo_charge:R:1 method="wB97M-V/def2-TZVPD" mol_weight_g_mol=101.1 relative_energy_ev=1.306 smiles="CC(=O)NC(C)C" e_homo_ev=-9.6 gap_ev=10.47 largest_force_ev_per_a=4.98 charge=0
H 0.193 0.177 3.262 0.5531 0.9060 0.0867 0.2167
H -2.299 -0.689 1.359 0.7212 0.0522 -1.4641 0.2043
H 1.067 -0.990 2.330 1.6879 -0.9463 -0.2668 0.2214
H -2.061 0.418 -0.159 -0.0118 -0.0335 1.2512 0.2297
O 0.649 1.434 -1.314 -1.1054 -2.1242 1.4865 -0.6142
H -0.598 -1.152 2.881 -0.3852 -1.1152 -0.4219 0.2026
H 1.854 -1.159 -1.948 1.1737 -0.0948 0.1855 0.2343
H -0.354 -1.321 -0.260 -0.4043 -1.4805 -0.2924 0.3799
C 0.152 -0.519 2.443 -2.4473 1.6687 -0.3727 -0.6134
C 0.966 -0.673 -2.264 -0.2341 0.8696 -1.3736 -0.6967
N 0.166 -0.516 -0.047 0.8708 1.6266 0.2130 -0.6116
C -0.348 0.160 1.119 2.1762 1.7034 0.9564 -0.0832
H 0.031 1.242 1.088 -0.0969 -1.6199 -0.1148 0.2312
H 1.079 -0.151 -3.243 0.0357 -0.2700 1.0310 0.2367
H 0.305 -1.467 -2.389 -1.3944 -1.5453 -0.5046 0.2034
C -1.784 0.222 0.910 -4.4122 -0.2502 2.2975 -0.6347
C 0.477 0.204 -1.166 2.2430 2.3549 -1.3020 0.6701
H -2.353 0.865 1.667 1.0299 0.2984 -1.3949 0.2235

18
Properties=species:S:1:pos:R:3:forces:R:3:nbo_charge:R:1 method="wB97M-V/def2-TZVPD" mol_weight_g_mol=101.1 relative_energy_ev=3.295 e_homo_ev=-8.6 gap_ev=9.57 largest_force_ev_per_a=1.47 charge=0
H 1.762 0.472 0.313 -0.3576 -0.5220 -1.2661 0.1957
H -0.501 -0.850 -2.435 0.6214 1.1612 0.6463 0.1745
H -1.744 -0.974 -0.575 0.1331 0.0018 0.0081 0.3701
N -0.783 -1.256 -0.429 -0.1674 -0.6451 0.2243 -0.6578
H 0.008 2.314 0.628 0.1437 -0.2850 -0.0784 0.2055
H 0.562 -1.357 1.143 -0.0698 0.1891 0.0461 0.1834
H -0.474 0.386 2.559 -0.0755 -0.0154 -0.0247 0.2168
C -0.105 -0.612 0.686 -0.2642 -0.1892 0.2225 -0.0780
O 1.196 -1.641 -1.777 0.2530 -0.2109 0.4208 -0.7117
H -1.713 0.683 1.325 0.0567 -0.0955 0.0730 0.2029
H -0.745 1.742 -0.863 -0.1045 0.1879 0.0062 0.2018
H 0.892 2.399 -0.894 -0.1198 -0.1776 0.0286 0.2191
H -1.640 -0.888 2.157 0.0498 0.1293 0.0058 0.2210
C 0.089 -0.865 -1.478 0.3230 1.1648 0.5266 0.3140
C 0.737 0.371 -0.152 -0.7019 -0.1453 -0.5120 -0.2685
C 0.198 1.779 -0.316 -0.2683 0.0400 -0.2065 -0.6411
H 1.834 -1.255 -1.174 0.6123 -0.6533 -0.2058 0.4793
C -1.039 -0.072 1.744 -0.0640 0.0653 0.0851 -0.6270